{
  "formula": "C60H47IrP3SeSi",
  "method": "ωB97M-V/def2-TZVPD",
  "orbital_gap_ev": 5.95,
  "spin_multiplicity": 1,
  "total_charge": 1,
  "homo_energy_ev": -9.50,
  "elements": ["Ir", "C", "C", "C", "C", "C", "C", "P", "C", "C", "C", "C", "C", "C", "C", "C", "C", "C", "C", "C", "Si", "C", "C", "C", "C", "C", "C", "P", "C", "C", "C", "C", "C", "C", "C", "C", "C", "C", "C", "C", "C", "C", "C", "C", "C", "C", "P", "C", "C", "C", "C", "C", "C", "C", "C", "C", "C", "C", "C", "H", "H", "H", "H", "H", "H", "H", "H", "H", "H", "H", "H", "H", "H", "H", "H", "H", "H", "H", "H", "H", "H", "H", "H", "H", "H", "H", "H", "H", "H", "H", "H", "H", "H", "H", "H", "H", "H", "H", "H", "H", "H", "Se", "C", "C", "C", "C", "C", "C", "H", "H", "H", "H", "H"],
  "xyz": [[-0.0878, 0.5736, 0.1349], [4.9758, -0.8202, 4.3253], [3.6611, -1.2097, 4.5466], [2.7489, -1.1804, 3.5069], [3.1454, -0.7848, 2.2272], [4.4595, -0.3865, 2.0118], [5.3700, -0.4091, 3.0609], [1.8461, -0.7921, 0.9529], [2.7676, -0.6089, -0.6166], [2.8129, -1.6004, -1.5925], [3.5046, -1.3783, -2.7774], [4.1418, -0.1683, -2.9968], [4.0799, 0.8360, -2.0367], [3.3964, 0.6170, -0.8557], [1.3404, -2.5456, 0.9348], [2.3010, -3.5523, 1.0161], [1.9221, -4.8791, 0.8890], [0.5858, -5.2037, 0.6860], [-0.3724, -4.2021, 0.6371], [-0.0072, -2.8619, 0.7757], [-1.1896, -1.4121, 0.8100], [-2.8384, -1.5807, -0.0744], [-3.7510, -2.6113, 0.1669], [-4.9747, -2.6473, -0.4829], [-5.3077, -1.6512, -1.3928], [-4.4158, -0.6217, -1.6450], [-3.1918, -0.5826, -0.9776], [-1.9642, 0.6987, -1.3778], [-1.3738, 0.1245, -2.9995], [-2.0127, 0.4787, -4.1854], [-1.5694, -0.0432, -5.3915], [-0.4986, -0.9255, -5.4210], [0.1393, -1.2829, -4.2418], [-0.2969, -0.7577, -3.0363], [-2.8370, 2.2397, -1.7214], [-2.1694, 3.2123, -2.4734], [-2.7023, 4.4836, -2.6034], [-3.8964, 4.8048, -1.9715], [-4.5583, 3.8484, -1.2174], [-4.0283, 2.5747, -1.0830], [-1.6386, -1.1534, 2.6303], [-2.1785, -2.1715, 3.4232], [-2.6013, -1.9203, 4.7182], [-2.4943, -0.6373, 5.2491], [-1.9464, 0.3773, 4.4849], [-1.5078, 0.1089, 3.1854], [-0.7968, 1.4361, 2.1795], [0.6531, 2.0558, 3.0750], [1.1436, 1.4055, 4.2041], [2.3320, 1.8258, 4.7862], [3.0328, 2.8943, 4.2550], [2.5519, 3.5452, 3.1246], [1.3799, 3.1175, 2.5264], [-2.0922, 2.6947, 2.2222], [-3.4026, 2.2510, 2.0315], [-4.4482, 3.1573, 2.0226], [-4.1922, 4.5142, 2.1659], [-2.8899, 4.9598, 2.3344], [-1.8388, 4.0553, 2.3688], [5.6944, -0.8489, 5.1341], [3.3502, -1.5396, 5.5300], [1.7224, -1.4919, 3.6746], [4.7906, -0.0885, 1.0269], [6.3950, -0.1121, 2.8816], [2.3046, -2.5428, -1.4303], [3.5508, -2.1595, -3.5256], [4.6870, -0.0031, -3.9171], [4.5539, 1.7924, -2.2190], [3.3347, 1.4013, -0.1109], [3.3451, -3.2978, 1.1582], [2.6704, -5.6593, 0.9374], [0.2911, -6.2392, 0.5744], [-1.4140, -4.4659, 0.4933], [-3.5070, -3.3958, 0.8747], [-5.6699, -3.4526, -0.2835], [-6.2589, -1.6789, -1.9080], [-4.6678, 0.1476, -2.3650], [-2.8491, 1.1658, -4.1698], [-2.0634, 0.2401, -6.3119], [-0.1604, -1.3332, -6.3647], [0.9773, -1.9672, -4.2606], [0.2063, -1.0256, -2.1117], [-1.2368, 2.9667, -2.9595], [-2.1774, 5.2272, -3.1885], [-4.3085, 5.8013, -2.0655], [-5.4877, 4.0996, -0.7223], [-4.5494, 1.8313, -0.4933], [-2.2691, -3.1742, 3.0180], [-3.0243, -2.7184, 5.3149], [-2.8381, -0.4319, 6.2544], [-1.8618, 1.3790, 4.8924], [0.5992, 0.5758, 4.6336], [2.7120, 1.3073, 5.6561], [3.9570, 3.2196, 4.7150], [3.0987, 4.3807, 2.7061], [1.0366, 3.5890, 1.6144], [-3.5987, 1.1904, 1.9122], [-5.4646, 2.8044, 1.9001], [-5.0089, 5.2243, 2.1499], [-2.6885, 6.0170, 2.4472], [-0.8328, 4.4133, 2.5349], [0.7745, 2.6423, -0.9394], [2.3113, 3.5828, -1.5755], [2.3798, 3.9395, -2.9152], [3.4651, 4.6719, -3.3770], [4.4762, 5.0596, -2.5089], [4.4078, 4.7017, -1.1691], [3.3290, 3.9631, -0.7014], [1.5852, 3.6476, -3.5901], [3.5161, 4.9433, -4.4238], [5.3091, 5.6475, -2.8715], [5.1940, 4.9989, -0.4860], [3.2677, 3.6899, 0.3449]],
  "forces_ev_per_a": [[-0.054, -0.393, 1.430], [-0.020, -0.013, -0.047], [0.013, -0.093, 0.030], [0.047, -0.146, -0.092], [-0.401, 0.401, 0.387], [0.032, -0.050, -0.043], [0.008, 0.007, 0.015], [-0.237, 0.387, -1.331], [0.126, -0.078, 0.026], [0.007, 0.019, 0.097], [-0.008, -0.032, 0.001], [-0.016, -0.004, -0.006], [0.055, -0.004, -0.020], [0.055, -0.177, 0.018], [0.068, 0.034, 0.232], [0.020, -0.052, 0.039], [0.041, 0.055, -0.014], [-0.067, 0.020, 0.039], [0.038, -0.032, 0.045], [-0.233, -0.055, -0.365], [0.139, 1.079, 0.282], [0.128, -0.290, 0.070], [-0.027, -0.028, -0.074], [0.042, -0.031, 0.067], [0.042, 0.070, -0.044], [-0.058, -0.043, -0.001], [-0.214, 0.223, -0.092], [0.699, -0.043, 0.518], [0.129, 0.029, 0.020], [0.023, -0.031, 0.036], [-0.029, 0.001, -0.015], [0.001, 0.012, 0.006], [-0.004, -0.042, 0.020], [-0.077, 0.084, 0.006], [0.212, 0.260, 0.292], [-0.110, -0.018, -0.156], [-0.019, -0.011, 0.011], [0.040, -0.029, -0.005], [-0.066, 0.005, -0.017], [-0.037, -0.152, -0.125], [0.009, -0.402, -0.109], [-0.027, 0.004, 0.088], [0.009, -0.044, -0.086], [0.034, 0.071, -0.028], [-0.056, -0.001, 0.064], [-0.009, 0.263, 0.256], [0.246, -1.165, -0.869], [0.167, 0.025, -0.281], [-0.150, 0.123, 0.012], [-0.033, 0.074, 0.084], [0.013, -0.015, 0.010], [-0.044, -0.015, 0.008], [0.025, 0.063, 0.117], [-0.003, 0.035, -0.450], [0.050, 0.017, 0.148], [-0.014, 0.005, 0.112], [0.018, -0.061, 0.051], [-0.007, 0.036, 0.017], [0.015, -0.012, 0.039], [-0.010, 0.014, 0.001], [-0.006, 0.003, -0.010], [0.021, -0.020, 0.039], [-0.001, 0.018, 0.020], [-0.004, -0.005, 0.000], [0.052, -0.025, -0.037], [-0.010, 0.003, -0.002], [-0.022, 0.012, -0.003], [0.009, 0.000, 0.039], [0.024, -0.010, -0.057], [-0.004, -0.012, 0.007], [-0.005, 0.000, -0.003], [0.010, 0.002, 0.003], [0.027, -0.026, -0.038], [-0.039, 0.009, -0.003], [0.000, 0.009, 0.001], [0.008, -0.007, 0.004], [-0.026, -0.005, 0.009], [0.004, 0.002, -0.022], [-0.003, -0.006, 0.009], [0.004, 0.010, 0.005], [-0.001, 0.017, 0.007], [0.049, -0.057, -0.044], [0.002, 0.028, 0.003], [-0.006, -0.008, -0.003], [-0.007, -0.010, -0.011], [0.000, -0.026, -0.018], [-0.002, 0.052, 0.002], [-0.011, 0.002, 0.046], [0.009, 0.007, 0.004], [0.011, -0.008, -0.002], [-0.015, -0.013, 0.011], [0.055, -0.016, 0.007], [-0.016, 0.020, 0.003], [-0.004, -0.012, 0.001], [-0.015, -0.004, -0.011], [0.033, 0.008, -0.003], [-0.045, 0.006, -0.001], [0.006, 0.005, -0.015], [0.004, -0.002, 0.006], [-0.001, -0.010, 0.013], [-0.002, 0.015, -0.046], [-1.194, 0.594, -0.964], [0.623, -0.412, 0.808], [-0.066, -0.039, -0.005], [-0.038, 0.014, -0.019], [0.036, -0.007, 0.003], [-0.055, -0.009, 0.041], [0.038, 0.119, -0.165], [0.020, -0.029, -0.011], [-0.005, 0.015, 0.010], [0.011, -0.036, -0.016], [-0.009, 0.012, -0.005], [0.036, -0.019, -0.013]]
}